Entry 1:
58
Properties=species:S:1:pos:R:3:forces:R:3 method="wB97M-V/def2-TZVPD" lumo_ev="4.651 / 4.651" e_above_lowest_ev=4.200 homo_lumo_gap_ev="4.3 / 4.5" e_homo_ev="0.37 / 0.20" total_charge=-2
Pd 0.2549 -1.6157 -0.4113 0.1 4.2 1.2
C 3.5296 0.4850 -0.4649 -0.2 -0.1 0.1
N 2.9022 -0.8160 -0.5069 0.7 -0.1 0.3
C 3.4951 -1.6345 -1.5492 -0.2 -0.1 0.1
C 2.9743 -1.4892 0.7897 -0.1 -0.2 -0.2
C 2.0304 -0.9373 1.8296 -0.4 0.1 -0.6
C 2.3502 -0.9854 3.1627 -0.2 0.1 0.6
C 1.4081 -0.7222 4.1665 -0.1 -0.1 -0.1
C 0.0808 -0.4857 3.7967 0.3 -0.1 0.5
C -0.2704 -0.3823 2.4786 0.2 -0.1 -0.7
C 0.7023 -0.5152 1.4309 0.4 -0.4 1.0
H 4.6283 0.4040 -0.3364 0.0 0.0 0.0
H 3.1119 1.0563 0.3612 0.0 0.1 0.0
H 3.3242 1.0185 -1.3925 0.0 0.1 -0.1
H 4.5923 -1.7409 -1.4096 0.0 0.0 0.0
H 3.3183 -1.1669 -2.5195 0.0 0.0 0.0
H 3.0224 -2.6212 -1.5298 0.1 0.1 -0.1
H 4.0146 -1.5047 1.1796 -0.1 0.1 0.0
H 2.6514 -2.5319 0.5995 0.3 0.4 0.2
H 3.3657 -1.2389 3.4564 0.0 -0.1 -0.1
H 1.6899 -0.7530 5.2118 0.0 0.0 0.0
H -0.6736 -0.3562 4.5667 0.0 0.0 0.0
H -1.2854 -0.1326 2.1917 0.0 0.1 0.0
C -5.4384 -1.5982 -0.6369 -0.2 -0.1 0.1
N -4.2594 -0.7729 -0.6536 0.5 -0.3 0.2
C -4.1837 0.2664 -1.6495 0.3 0.4 -0.1
C -2.6722 0.2462 -2.0558 -0.9 0.6 -0.4
O -2.2077 1.0297 -2.8716 -0.2 -0.5 0.6
N -2.0793 -0.7500 -1.3625 0.4 -0.7 0.2
C -2.9727 -1.3565 -0.6054 -0.5 0.1 -0.1
N -2.7531 -2.4401 0.1548 0.1 0.8 -0.5
H -6.2962 -1.0023 -0.3094 0.0 -0.1 0.0
H -5.3056 -2.4316 0.0512 -0.1 0.0 0.0
H -5.6786 -2.0126 -1.6296 0.1 0.0 0.1
H -4.4669 1.2401 -1.2369 0.1 0.0 -0.1
H -4.8128 0.0576 -2.5239 0.1 -0.1 0.1
H -1.7654 -2.8301 0.1987 -0.2 -0.2 0.1
H -3.2993 -2.5313 0.9969 -0.1 -0.1 -0.2
C -1.4243 3.9418 -0.7401 0.5 -0.4 0.0
Si 0.3259 3.1927 -0.4990 0.1 0.8 0.1
C 1.3954 3.8233 -1.9729 -0.4 -0.4 0.4
C 1.0495 4.1190 1.0524 -0.2 -0.6 -0.5
C 0.3277 1.3984 -0.2888 0.1 0.0 0.1
C 0.4826 0.2894 0.2636 -0.2 1.6 -0.9
H -1.3999 5.0087 -0.9586 0.2 0.1 0.0
H -2.0349 3.7967 0.1467 -0.1 -0.1 0.2
H -1.9189 3.4379 -1.5627 -0.1 -0.2 -0.2
H 1.3902 4.9096 -2.0608 -0.1 0.1 0.1
H 1.0159 3.4129 -2.9030 -0.1 -0.1 -0.2
H 2.4305 3.5060 -1.8745 0.2 -0.1 0.1
H 1.0181 5.2046 0.9789 -0.1 0.2 -0.2
H 2.0833 3.8312 1.2222 0.2 -0.1 0.0
H 0.4983 3.8327 1.9436 -0.2 -0.1 0.2
O -0.3662 -3.5783 0.4887 -0.5 -0.4 0.2
S 0.3573 -4.0466 -0.7597 0.4 -2.9 -0.3
O -0.0868 -5.4013 -1.0835 -0.1 -0.2 0.0
O 0.0241 -3.1176 -1.8755 -0.3 -0.8 -1.0
O 1.8053 -4.0082 -0.4865 0.2 -0.2 0.0

***

Entry 2:
15
Properties=species:S:1:pos:R:3:forces:R:3 method="wB97M-V/def2-TZVPD" lumo_ev=0.457 e_above_lowest_ev=4.310 homo_lumo_gap_ev=8.9 e_homo_ev=-8.40 smiles="C=C(/C=N/N)OC"
C -1.3673 0.1174 -1.8802 -0.3 0.2 0.4
C -0.5619 0.2151 -0.8336 -1.4 0.4 4.0
C 0.8241 -0.1543 -0.7078 1.7 1.0 1.8
N 1.3975 -0.0734 0.4821 -2.5 -0.4 -2.5
N 2.7344 -0.0647 0.4378 2.3 0.0 0.4
O -1.0344 0.7961 0.5433 0.2 -0.4 -3.6
C -1.4644 -0.1489 1.4994 0.0 -0.6 0.0
H -1.0810 -0.4422 -2.7641 0.2 0.3 0.0
H -2.3617 0.5495 -1.8535 0.1 -0.2 0.1
H 1.4217 -0.2184 -1.6290 0.0 -0.2 0.3
H 3.1279 -0.1565 1.3726 -0.3 0.2 -0.3
H 3.1267 0.7746 0.0066 -0.2 -0.4 -0.1
H -0.6164 -0.5690 2.0524 0.0 0.0 -0.2
H -2.0316 -0.9710 1.0419 0.1 0.1 0.1
H -2.1136 0.3457 2.2322 0.1 0.2 -0.3

***

Entry 3:
10
Properties=species:S:1:pos:R:3:forces:R:3 method="wB97M-V/def2-TZVPD" lumo_ev=-0.785 e_above_lowest_ev=3.864 homo_lumo_gap_ev=8.9 e_homo_ev=-9.72 smiles="[H]/N=C/[C@@H]1C(=O)N1Cl"
H -1.8718 -1.1918 1.9875 0.8 1.3 -0.9
N -1.0370 -0.6044 1.7070 -1.1 -1.8 1.3
C -0.7666 -0.4989 0.4823 -2.3 0.5 -0.3
C 0.5270 0.0955 0.2450 1.9 0.5 -1.4
C 0.8284 1.3582 -0.6445 0.0 -4.1 1.2
O 1.1029 2.4780 -0.6666 -0.2 2.7 -0.5
N 1.0831 0.1292 -1.2023 -0.5 -0.4 0.1
Cl 0.4078 -0.7372 -2.6096 0.4 0.9 1.2
H -1.4605 -0.7411 -0.3703 0.8 -0.1 0.7
H 1.1869 -0.2875 1.0715 0.0 0.7 -1.3

***

Entry 4:
67
Properties=species:S:1:pos:R:3:forces:R:3 method="wB97M-V/def2-TZVPD" lumo_ev=0.240 e_above_lowest_ev=0.706 homo_lumo_gap_ev=10.8 e_homo_ev=-10.51 smiles="C[N+](=O)[O-].COC(=O)OC.COC(=O)OC.COC(=O)OC.COC(=O)OC.COC(=O)OC"
C -3.3933 -4.0046 2.6313 -0.4 0.2 0.1
N -2.6046 -5.2686 2.4972 0.3 0.6 -0.4
O -3.1852 -6.2599 2.1147 0.2 0.1 0.1
O -1.4181 -5.1950 2.7852 -0.5 -0.2 -0.2
H -4.4309 -4.2878 2.7837 0.1 0.0 0.4
H -3.3984 -3.3664 1.7472 0.6 -0.5 -0.4
H -2.9187 -3.4344 3.4238 -0.3 -0.1 0.2
C 2.8580 -1.9251 3.0265 -1.3 -0.8 -0.5
O 4.2321 -2.2526 3.0876 0.5 0.1 -0.1
C 4.7016 -2.9654 2.0415 -0.4 0.8 0.6
O 4.0428 -3.5304 1.2201 -0.5 -0.3 -0.5
O 6.0131 -2.8892 2.0727 1.2 0.3 0.6
C 6.7130 -3.3859 0.9484 0.0 -1.2 -0.9
H 2.6086 -1.2515 2.2040 0.3 0.1 0.0
H 2.4850 -1.5029 3.9553 0.7 0.1 0.2
H 2.2801 -2.8382 2.8555 0.0 0.1 0.0
H 7.7733 -3.5604 1.1204 -0.1 0.6 0.8
H 6.6153 -2.7126 0.0979 -0.2 0.0 0.0
H 6.3452 -4.3837 0.7000 -0.3 0.2 -0.3
C -4.1982 6.9382 0.7414 1.3 -0.6 -0.5
O -4.1337 6.1773 1.9541 -0.9 0.5 0.3
C -3.8610 4.8716 1.8932 0.2 0.5 0.1
O -3.2409 4.3076 1.0332 -0.1 -0.2 -0.3
O -4.3626 4.3370 2.9990 0.1 0.0 0.8
C -4.3600 2.9255 3.1410 -0.6 -0.7 -0.3
H -4.2148 6.2066 -0.0651 -0.1 0.4 -0.3
H -3.2912 7.5392 0.6689 0.1 -0.2 -0.1
H -5.0168 7.6497 0.6732 -0.4 -0.5 0.6
H -5.4083 2.6215 3.1269 0.0 -0.1 -0.4
H -4.0106 2.5444 4.1002 0.5 0.8 0.1
H -3.7943 2.4645 2.3377 -0.1 -0.1 0.0
C 1.7060 2.0858 -0.9968 0.3 0.5 -0.8
O 2.5035 0.9138 -1.2022 -0.7 -0.5 1.1
C 3.4453 0.8735 -2.1567 -1.4 1.4 0.0
O 3.6620 1.8063 -2.8786 0.7 -0.5 -0.2
O 3.9998 -0.3228 -2.2061 0.0 0.0 0.1
C 3.6573 -1.2901 -1.1937 1.1 -0.7 -0.3
H 1.4252 2.5259 -1.9533 0.2 0.0 -0.1
H 2.2724 2.8153 -0.4220 0.0 0.0 0.0
H 0.7735 1.8469 -0.4920 0.3 -0.6 0.3
H 4.1050 -1.0511 -0.2299 -0.1 0.3 0.0
H 4.1898 -2.1559 -1.5813 -0.3 -0.3 0.3
H 2.6025 -1.5004 -1.0469 -0.1 0.3 -0.3
C -2.2300 0.7900 0.5721 -1.8 -1.8 1.1
O -1.0400 0.0194 0.6888 1.3 1.8 -0.3
C -1.0398 -1.2687 0.4307 0.9 0.1 -0.1
O -1.9623 -1.9215 0.0324 -0.3 -0.4 0.1
O 0.2259 -1.6831 0.6684 -0.5 0.1 0.0
C 0.4736 -3.0590 0.3807 -0.3 -0.5 -0.2
H -2.8076 0.5854 -0.3296 0.4 0.0 -0.2
H -2.1721 1.8567 0.7637 1.0 -0.1 -0.2
H -2.8005 0.3335 1.3915 -0.7 0.6 -0.1
H 1.4460 -3.3348 0.7818 0.0 0.3 -0.1
H 0.4472 -3.2049 -0.7009 0.1 -0.1 0.1
H -0.2892 -3.6839 0.8464 0.0 0.0 -0.1
C -1.1250 2.8926 -5.9324 -0.2 0.8 -1.0
O -0.2462 2.2775 -5.0038 0.1 0.1 -0.3
C -0.6711 1.1238 -4.5146 -0.2 -0.7 0.9
O -1.7857 0.6751 -4.5378 -0.2 0.3 -0.4
O 0.3456 0.5218 -3.8866 0.8 0.3 -0.1
C -0.0200 -0.4015 -2.8895 -1.5 -0.5 1.3
H -1.0758 2.3930 -6.9010 -0.2 -0.4 0.2
H -0.7809 3.9021 -6.1553 0.4 0.0 0.5
H -2.1568 2.9909 -5.6026 0.1 -0.4 0.3
H -0.7170 -1.1819 -3.1975 0.4 -0.1 -0.6
H -0.6071 0.0964 -2.1081 0.1 0.4 -0.1
H 0.8198 -0.8345 -2.3543 0.5 0.2 -0.7

***

Number 1: total energy -2113.455694 Ha. Number 2: total energy -341.845256 Ha. Number 3: total energy -760.919518 Ha. Number 4: total energy -1963.172945 Ha.